ORCA calculation (ωB97M-V/def2-TZVPD) on a 15-piece molecular cluster, C39H99N12O21 overall at a distorted geometry.

Structure (XYZ):
```
171
Properties=species:S:1:pos:R:3:forces:R:3
C -1.88153 6.10949 3.58005 0.134 -0.801 0.130
C -0.40442 6.30907 3.48347 -1.018 0.147 -0.474
O 0.35368 5.50829 3.06960 0.612 0.087 0.109
N 0.12622 7.72150 3.74100 0.979 -0.778 0.046
H 0.38349 8.05871 2.81201 0.133 0.306 0.068
H -0.52572 8.39149 4.15475 -0.179 -0.143 0.012
C 1.38786 7.62295 4.63233 -1.010 0.762 0.112
H -2.29443 6.25871 2.58069 -0.103 0.802 0.160
H -2.36556 6.64276 4.39393 -0.159 0.177 -0.232
H -2.02086 5.03012 3.67718 0.135 0.045 0.505
H 0.96369 7.44076 5.61726 0.455 -0.003 0.170
H 1.85804 8.60080 4.57435 0.211 -0.116 0.181
H 2.01275 6.81155 4.29438 0.045 -0.050 -0.177
C 0.61843 -1.95588 0.35730 -0.126 -0.183 -0.814
C -0.06927 -0.63005 0.15014 -1.067 0.058 2.239
O -1.06292 -0.39800 -0.48234 0.833 -0.057 0.127
N 0.54182 0.45636 1.05123 1.624 -1.373 -2.147
H -0.09580 0.78203 1.85613 -0.173 0.075 0.201
H 1.39506 -0.03664 1.42167 -0.206 0.464 1.512
C 1.10220 1.51585 0.11309 -1.400 0.375 0.087
H 0.53988 -2.39587 1.35279 -0.016 0.900 0.412
H 1.67887 -1.80337 0.14673 0.038 -0.245 0.026
H 0.19227 -2.73191 -0.28008 0.119 0.344 -0.448
H 2.07052 1.30079 -0.33172 0.091 -0.414 0.581
H 1.09826 2.47963 0.61545 0.143 -0.095 0.099
H 0.41454 1.52409 -0.73139 0.025 0.453 0.253
C 0.10456 5.93910 -1.38288 -0.636 -0.035 0.685
C -1.14449 5.87098 -0.55028 0.770 -1.005 -0.628
O -1.31448 5.44890 0.54503 -0.233 0.299 -0.180
N -2.37953 6.32335 -1.31738 -0.586 0.728 -0.831
H -2.70579 7.21328 -0.91663 -0.420 -0.306 0.480
H -2.12135 6.67376 -2.24770 0.127 -0.617 -0.260
C -3.47521 5.26687 -1.37570 -0.048 0.472 0.532
H 0.06744 5.26291 -2.24834 -0.261 0.083 -0.035
H 0.92092 5.59887 -0.75159 0.175 0.380 -0.065
H 0.17168 6.97821 -1.71690 0.542 -0.063 -0.153
H -3.85635 5.17817 -0.36452 0.072 -0.031 0.000
H -3.07222 4.31127 -1.69687 0.288 0.177 -0.113
H -4.29713 5.57288 -2.01862 0.243 0.262 -0.149
C 1.77718 -6.25558 6.73759 -0.044 0.221 -0.809
C 1.61985 -4.91292 6.07738 -0.146 -1.494 1.730
O 1.32073 -3.93609 6.64112 -0.017 1.080 -1.053
N 1.83382 -4.90367 4.51393 -0.197 -0.158 -0.498
H 2.35850 -5.71456 4.17534 1.247 0.422 0.725
H 0.96666 -5.24051 4.08468 -0.600 0.890 0.359
C 2.26134 -3.53650 3.96837 -1.293 -0.490 -0.299
H 2.39521 -6.90094 6.11562 0.122 -0.282 0.464
H 0.79376 -6.70996 6.88607 -0.053 0.001 -0.211
H 2.15090 -6.07585 7.74446 0.346 -0.117 -0.118
H 1.33623 -2.96796 3.88392 0.125 0.256 0.200
H 2.62574 -3.70274 2.95869 0.473 0.122 0.184
H 2.93100 -3.00380 4.63651 0.282 -0.321 -0.118
C -2.85017 0.07822 -6.93477 0.888 -0.404 0.455
C -1.99588 -0.08583 -5.69035 -0.724 0.125 -1.121
O -1.93438 0.61360 -4.74663 0.238 -0.159 0.471
N -1.18391 -1.41652 -5.65963 -1.123 0.078 0.664
H -1.92047 -2.12726 -5.63364 -0.030 -0.068 -0.101
H -0.75429 -1.60842 -6.57032 0.552 0.311 0.124
C -0.32738 -1.67474 -4.43609 1.439 -0.381 -1.721
H -2.32626 -0.34719 -7.79318 -0.037 0.341 -0.209
H -3.06370 1.13899 -7.04534 -0.061 -0.054 -0.214
H -3.77769 -0.49807 -6.86746 -0.075 0.079 0.177
H 0.05811 -2.66431 -4.68248 -0.244 -0.291 0.825
H -0.85163 -1.57000 -3.49565 -0.204 -0.042 -0.167
H 0.57365 -1.06885 -4.49186 -0.356 0.546 0.228
C 3.89744 -0.10084 -5.56498 -0.071 0.293 -0.306
C 3.92121 -0.36582 -4.09554 -2.287 0.789 -0.350
O 3.30489 -1.20611 -3.52778 0.369 -0.490 0.274
N 4.56092 0.69945 -3.22614 2.045 -0.088 -1.028
H 5.22799 1.16677 -3.85075 0.003 0.156 0.074
H 3.92940 1.47202 -2.92089 -1.290 -0.350 0.350
C 5.39208 0.02199 -2.18194 0.016 -0.035 0.414
H 3.21354 0.71865 -5.82021 0.345 0.550 0.621
H 3.39727 -0.88895 -6.12523 0.688 -0.580 0.267
H 4.88219 0.15749 -5.95545 -0.054 -0.143 -0.240
H 4.76983 -0.50565 -1.46278 -0.201 0.055 -0.207
H 6.00615 0.72977 -1.63059 -0.055 0.190 -0.245
H 6.03716 -0.66563 -2.72478 0.116 -0.053 0.211
C -4.37263 -1.23382 5.37341 0.087 0.286 -0.710
C -4.06568 -2.71220 5.40536 -1.294 1.598 1.593
O -3.96259 -3.36687 6.36976 0.654 -0.614 -0.057
N -4.23145 -3.47008 4.08872 1.360 -0.155 -0.978
H -3.77139 -4.36715 4.25814 -0.479 -0.260 0.255
H -5.22595 -3.61524 3.90545 -0.060 -0.194 0.072
C -3.53786 -2.82079 2.92233 -0.304 0.308 -0.111
H -3.90913 -0.66133 6.17300 0.220 -0.556 0.237
H -5.45276 -1.10096 5.48872 -0.071 -0.295 0.021
H -4.07142 -0.74305 4.44776 0.033 -0.158 -0.040
H -4.18149 -1.99911 2.62166 0.221 0.075 -0.178
H -3.41104 -3.50982 2.08965 -0.272 -0.209 0.188
H -2.55007 -2.44796 3.20686 -0.154 0.058 0.307
C -3.81936 0.35593 -2.20383 0.011 -0.041 0.349
C -3.82972 -1.06132 -2.67011 1.141 -0.181 0.138
O -3.02850 -1.91903 -2.43731 -1.062 0.504 -0.354
N -4.93173 -1.45232 -3.66257 -0.291 0.016 -0.579
H -5.33095 -0.67261 -4.19791 -0.280 0.335 0.641
H -4.51630 -2.00191 -4.41730 0.254 -0.298 0.295
C -6.01319 -2.32404 -3.05163 -0.623 0.294 -0.396
H -3.79387 1.02607 -3.06523 -0.177 0.039 0.034
H -2.93393 0.51532 -1.59003 0.198 -0.227 -0.210
H -4.66092 0.60305 -1.55269 -0.340 -0.105 -0.358
H -6.72763 -2.53897 -3.84670 0.127 -0.278 -0.024
H -6.58170 -1.77500 -2.30409 0.360 0.054 0.199
H -5.53287 -3.21944 -2.67565 -0.113 0.015 0.097
C 5.06596 -3.34510 -0.08363 0.199 -0.020 0.574
C 3.99202 -4.23510 -0.63609 -0.211 1.713 0.152
O 2.82716 -3.96295 -0.67583 0.621 -0.812 -0.291
N 4.45916 -5.57270 -1.09792 0.260 0.128 -0.776
H 4.71057 -6.04253 -0.22047 0.451 -0.536 -0.371
H 3.70599 -6.08343 -1.55791 -0.290 -0.045 0.394
C 5.59306 -5.50944 -2.12211 0.282 -0.639 -0.200
H 5.77234 -3.87223 0.56606 -0.170 -0.221 0.052
H 4.57695 -2.57181 0.50583 -0.138 -0.187 -0.012
H 5.72078 -2.82625 -0.78593 -0.303 -0.306 -0.534
H 5.86040 -6.53234 -2.38765 0.304 -0.041 0.526
H 6.42426 -4.94105 -1.72124 0.067 -0.205 0.052
H 5.26345 -5.10796 -3.07997 -0.475 0.483 0.385
C -3.30973 -5.66130 -2.41382 -1.010 0.958 -0.596
C -2.03903 -5.40815 -3.14777 1.074 -0.645 2.146
O -1.33899 -4.44407 -3.11692 -0.492 -0.351 -0.754
N -1.41649 -6.67298 -3.78761 -0.589 1.088 -0.834
H -2.16287 -7.21205 -4.24178 0.196 -0.528 0.213
H -0.86668 -6.25978 -4.54552 0.268 -0.442 -0.124
C -0.51819 -7.44518 -2.85393 -0.149 0.088 0.164
H -3.68132 -4.74538 -1.95357 0.421 0.236 -0.156
H -3.29851 -6.37031 -1.58611 0.380 -0.561 -0.478
H -4.06337 -5.91017 -3.16932 -0.120 -0.588 0.274
H -1.11805 -7.85388 -2.04480 -0.004 -0.035 -0.042
H 0.19932 -6.71639 -2.48427 0.034 -0.125 0.066
H -0.01784 -8.24870 -3.39037 -0.139 0.035 -0.142
C 5.37926 2.47522 1.12403 0.369 -0.931 0.087
C 5.31887 3.96295 1.10868 0.780 -1.283 0.227
O 4.85050 4.66490 1.92397 -0.279 0.622 -0.359
N 6.16750 4.59562 -0.00443 0.137 1.051 -0.887
H 6.17924 4.12041 -0.91086 0.298 -0.853 0.455
H 5.67219 5.43933 -0.31198 0.190 0.478 0.676
C 7.57635 4.99372 0.42491 0.232 0.929 1.686
H 5.24717 2.12061 2.14574 -0.236 0.144 -0.007
H 6.34055 2.06854 0.79785 0.252 0.473 0.019
H 4.67378 1.92971 0.49395 -0.424 0.495 0.024
H 8.04257 5.63976 -0.31276 0.005 -0.398 -0.293
H 8.21733 4.22186 0.85223 -0.287 -0.809 -1.104
H 7.50353 5.58192 1.34568 -0.651 0.435 -0.325
C -3.52970 2.39718 1.53255 -0.288 -0.032 0.416
C -4.90537 2.87324 1.12867 1.844 0.772 -0.181
O -5.18092 3.07211 -0.00653 -0.992 -0.139 0.001
N -5.86293 3.33366 2.20840 -0.788 0.216 -0.062
H -5.88383 2.66149 2.98117 -0.208 -0.231 -0.130
H -5.53075 4.17778 2.68915 0.333 0.124 -0.366
C -7.29689 3.63007 1.71842 -0.138 -0.624 1.093
H -2.95026 3.12145 2.11089 -0.345 0.148 0.243
H -2.94711 2.25939 0.62471 -0.181 -0.330 -0.016
H -3.54279 1.49632 2.14701 0.094 -0.048 -0.058
H -7.80263 4.06194 2.58178 -0.006 0.224 -0.124
H -7.76759 2.66464 1.55298 0.015 0.084 -0.412
H -7.32830 4.29519 0.86415 0.321 -0.090 -0.029
O 4.39213 -0.53848 1.24407 -0.727 0.648 -1.112
C 3.80158 -0.89220 2.45357 -0.422 -1.366 3.952
O 4.52810 -1.56021 3.20314 0.783 -0.327 -1.079
O 2.62940 -0.57902 2.81667 -0.072 0.867 -3.227
H 5.27136 -0.93741 1.31738 0.019 0.239 0.413
O -1.78643 0.57961 5.19738 -0.633 -0.234 -0.479
C -1.16484 0.34171 4.00864 2.441 -0.108 -0.328
O -0.53666 -0.72079 3.87717 -1.318 -0.198 -0.114
O -1.11382 1.30758 3.16653 -0.877 -0.008 -0.521
H -2.27490 1.40439 5.08929 0.294 0.190 0.240
O 0.54577 0.84695 -2.77714 0.430 0.572 -0.904
C 1.17279 2.09050 -2.95521 0.953 2.389 0.748
O 2.34539 2.30908 -2.54216 0.248 -1.715 -0.175
O 0.42746 2.97090 -3.41194 -0.567 -0.498 -0.163
H -0.24545 1.18880 -3.23770 -0.490 -0.912 0.230
```
Forces are in eV/Å.

Summary:
- Relative energy (zero: lowest compared OMol25 entry of this formula, charge and spin): 0.0000 eV
- E_tot: -102809.824 eV
- Charge: +9
- Strongest force on any atom: 0.082 hartree/bohr
- Frontier orbital gap: 5.34 eV

Results of the Löwdin charge analysis, in e, for atoms 1 through 2:
1. C 0.031
2. C -0.411